# 1
A cluster of 3 separate species, C28H37F6O6P in total at a distorted geometry, computed with wB97M-V/def2-TZVPD.

HOMO-LUMO gap (eV): 6.769
LUMO (eV): -1.8
HOMO level (eV): -8.58

```
! wB97M-V def2-TZVPD RIJCOSX def2/J DEFGRID3
* xyz 0 1
C 2.33478 -2.03464 3.41117
C 3.34447 -2.10592 2.11784
C 2.58155 -2.76436 0.82471
C 1.29207 -1.91702 0.27069
C 1.34458 -0.30322 0.55456
C -0.20159 0.26039 0.25602
C -1.07350 0.36134 1.67972
C -2.11506 1.63988 1.48983
C -3.64962 1.32138 1.99917
C -4.01074 1.86807 3.36616
C -5.52300 1.67845 4.00337
O -5.77751 2.24422 5.20452
C -6.70117 0.85470 3.15881
C -8.22219 0.63847 3.73594
C -9.36540 -0.19900 2.87005
C -9.02328 -0.85956 1.38549
P -10.30936 -1.86608 0.38512
C -11.90343 -0.85441 0.04030
C -10.87428 -3.27852 1.59909
C -7.47335 -0.62703 0.82040
C -6.34232 0.21833 1.68416
C -4.78318 0.47726 1.14094
O -4.42028 0.01656 -0.05874
H 2.81802 -2.52049 4.36733
H 1.32085 -2.59662 3.22265
H 2.06756 -0.90900 3.69525
H 3.70167 -1.01145 1.86825
H 4.32003 -2.71153 2.42100
H 2.15426 -3.81719 1.19103
H 3.33321 -3.02185 -0.04958
H 0.27109 -2.37898 0.63471
H 1.29702 -2.04564 -0.91616
H 1.57516 0.00234 1.66089
H 2.02918 0.24960 -0.24400
H -0.16757 1.32232 -0.23613
H -0.78903 -0.53238 -0.40035
H -1.70980 -0.60840 1.88599
H -0.34041 0.52775 2.60324
H -2.20283 1.91420 0.33629
H -1.65024 2.55690 2.08974
H -3.22736 2.45677 4.04363
H -8.49396 1.06787 4.79516
H -10.44141 -0.34894 3.36302
H -12.44370 -0.49114 1.01849
H -11.74389 0.04138 -0.71975
H -12.65845 -1.60796 -0.49431
H -10.11308 -4.15763 1.44380
H -10.65074 -2.83766 2.68382
H -11.99738 -3.57660 1.44289
H -7.14987 -1.06576 -0.21739
C 4.27674 -3.78586 -4.62424
C 5.69453 -3.69856 -4.09235
O 6.10925 -2.32878 -3.98226
C 5.68440 -1.65684 -2.86438
O 4.98739 -2.16055 -1.98749
C 6.23355 -0.23171 -2.85291
F 6.10906 0.39045 -4.06084
F 7.56142 -0.19582 -2.54283
F 5.60984 0.57364 -1.94691
H 4.18577 -3.24295 -5.56981
H 3.98635 -4.82854 -4.78433
H 3.56358 -3.33238 -3.92817
H 6.37938 -4.18186 -4.79615
H 5.80049 -4.21733 -3.13174
C 7.83959 2.94567 -1.04993
C 7.68173 3.17378 -2.54115
O 7.00775 4.41573 -2.79358
C 7.78274 5.54615 -2.73684
O 8.98498 5.53903 -2.48579
C 6.95237 6.78418 -3.06919
F 5.74876 6.79916 -2.42670
F 6.67235 6.87194 -4.40132
F 7.57426 7.95008 -2.73398
H 6.87033 3.00670 -0.54602
H 8.28101 1.96418 -0.85257
H 8.48085 3.70928 -0.59779
H 7.05830 2.38194 -2.96807
H 8.64674 3.14007 -3.06146
*
```

# 2
A structure of composition C22H22CrF6NO6, computed with wB97M-V/def2-TZVPD.

Expectation value of S²: 4.2086
HOMO-LUMO gap (spin up / spin down) (eV): 5.046 / 4.967
LUMO (spin up / spin down) (eV): 4.8 / 4.8
HOMO level (spin up / spin down) (eV): -0.28 / -0.20

```
! wB97M-V def2-TZVPD RIJCOSX def2/J DEFGRID3
* xyz -2 4
Cr 0.47326 1.23245 0.04290
O 4.40939 1.82536 -0.83418
C 3.22279 1.88834 -0.55688
O 2.41258 0.88418 -0.50492
C 2.53102 3.22939 -0.15759
O 3.12849 4.29234 -0.18488
O 1.29153 3.06195 0.15312
O -0.40110 1.31109 2.41217
C -0.92800 0.01419 2.67531
C -1.56219 -0.62387 1.48466
C -2.68089 -1.40313 1.55999
C -3.33050 -1.92954 0.43131
C -2.97851 -1.28331 -0.78723
C -1.90280 -0.47462 -0.88125
N -0.92038 -0.47076 0.19235
H -1.04403 1.79268 1.84616
H -1.67467 0.04632 3.47877
H -0.07132 -0.54623 3.07233
H -3.10122 -1.56366 2.55143
H -4.26439 -2.46744 0.52647
H -3.64233 -1.33199 -1.64609
H -1.69850 0.18440 -1.71052
C -1.02394 4.18640 -1.33886
C -1.88240 3.38112 -0.35382
O -1.33033 2.23368 0.10236
C -2.20011 4.29565 0.86071
F -1.08511 4.56774 1.54574
F -3.06526 3.72410 1.72656
F -2.74422 5.49529 0.51616
C -3.21655 3.02661 -1.07251
F -2.96317 2.36043 -2.21819
F -3.93845 4.12617 -1.43976
F -4.03221 2.26360 -0.34110
H -0.12250 4.51490 -0.82900
H -1.57070 5.03693 -1.74916
H -0.72886 3.52148 -2.15002
C 2.24590 -1.40332 1.56248
C 1.20129 -1.98565 0.59276
C 0.30790 -2.95071 1.38857
C 0.37908 -0.90361 -0.15085
C 1.95219 -2.75031 -0.50810
C 1.65219 -4.06835 -0.84791
C 2.34378 -4.73057 -1.85697
C 3.35177 -4.08489 -2.55494
C 3.64853 -2.76456 -2.23879
C 2.95778 -2.10427 -1.23404
H 1.76108 -0.79915 2.32999
H 2.95686 -0.76359 1.04596
H 2.78587 -2.21792 2.05827
H -0.05235 -2.47413 2.29617
H 0.88883 -3.83011 1.68340
H -0.57207 -3.26798 0.82421
H 0.40134 -1.06442 -1.22560
H 0.85978 -4.59345 -0.33216
H 2.08320 -5.75542 -2.09822
H 3.89222 -4.59834 -3.34233
H 4.42028 -2.23180 -2.78260
H 3.17011 -1.05970 -1.03182
*
```

# 3
A structure of composition C2H6B2F8LiO at a distorted geometry, computed with wB97M-V/def2-TZVPD.

HOMO-LUMO gap (eV): 9.417
Relative energy (zero: lowest compared OMol25 entry of this formula, charge and spin) (kJ/mol): 1040.8
LUMO (eV): 2.9
HOMO level (eV): -6.54

```
! wB97M-V def2-TZVPD RIJCOSX def2/J DEFGRID3
* xyz -1 1
Li -9.39079 -9.39520 10.96460
B -9.29680 -7.55731 11.11554
F -8.56613 -6.56088 11.61701
F -10.15285 -6.97945 10.25327
F -8.50575 -8.49021 10.45603
F -10.00964 -8.15685 12.11517
B -8.04533 -10.64402 11.37555
F -6.81127 -10.09121 11.58679
F -8.92198 -10.03590 12.23681
F -8.54594 -10.44556 10.11188
F -7.98152 -12.03419 11.47474
C -10.90119 -10.42120 12.32278
C -10.63529 -10.97542 10.95485
O -10.47726 -9.86957 10.14189
H -10.09526 -9.73799 12.59071
H -10.86167 -11.26726 13.00887
H -11.89917 -9.99621 12.21543
H -11.50641 -11.54021 10.62278
H -9.77724 -11.64670 10.99025
H -10.81710 -10.16441 9.29385
*
```

# 4
The molecule C3H6Si at a distorted geometry, computed with wB97M-V/def2-TZVPD.

HOMO-LUMO gap (spin up / spin down) (eV): 8.357 / 8.437
Relative energy (zero: lowest compared OMol25 entry of this formula, charge and spin) (kJ/mol): 324.4
LUMO (spin up / spin down) (eV): -0.4 / -0.4
HOMO level (spin up / spin down) (eV): -8.76 / -8.79

```
! wB97M-V def2-TZVPD RIJCOSX def2/J DEFGRID3
* xyz 0 1
C 0.34943 -0.73923 -0.87821
C 0.90601 -0.49095 0.64758
C -0.88503 0.31732 -0.86087
Si -0.58187 0.58211 1.06423
H 1.16368 -0.68601 -1.62067
H -0.19160 -1.75117 -1.00791
H 1.83479 -0.11723 0.53536
H -0.88177 1.07382 -1.64790
H -1.60110 -0.03094 2.14056
H -0.11254 1.84229 1.62783
*
```

# 5
A cluster of 2 separate species, C20H43BN2OPSi in total, computed with wB97M-V/def2-TZVPD.

HOMO-LUMO gap (eV): 5.841
Relative energy (zero: lowest compared OMol25 entry of this formula, charge and spin) (kJ/mol): 0.0
LUMO (eV): 2.3
HOMO level (eV): -3.51

```
! wB97M-V def2-TZVPD RIJCOSX def2/J DEFGRID3
* xyz -1 1
C -1.58886 2.91976 -3.44229
Si -0.42764 1.70078 -2.58161
C -0.53777 0.04511 -3.46199
C -0.96947 1.39114 -0.81539
C -0.74580 2.49390 0.22112
C -1.17090 2.10197 1.64869
C -0.01184 1.62962 2.52101
C 0.67216 0.37576 1.99126
C 1.63249 -0.30928 2.95667
C 2.09544 -1.66995 2.43900
C 3.38565 -2.17265 3.10804
B 4.72254 -1.79893 2.22962
P 4.98853 -3.10253 0.80221
N 4.36411 -2.86325 -0.66349
C 1.34400 2.32421 -2.75216
C 2.17269 1.74980 -3.71742
C 3.47533 2.17754 -3.90180
C 3.98601 3.20065 -3.11366
C 3.18378 3.79425 -2.15342
C 1.88286 3.36266 -1.98059
H -2.28328 2.34887 -4.06488
H -1.03681 3.59964 -4.09184
H -2.18533 3.50488 -2.74034
H -0.56542 0.13568 -4.54831
H 0.32248 -0.56647 -3.17709
H -1.43155 -0.48111 -3.11947
H -0.51079 0.45395 -0.48516
H -2.04803 1.20048 -0.86128
H 0.31063 2.76504 0.25641
H -1.32389 3.37488 -0.07789
H -1.65272 2.96106 2.12609
H -1.92874 1.31047 1.59677
H -0.35629 1.44415 3.54282
H 0.71606 2.44965 2.56320
H 1.23137 0.60395 1.07679
H -0.10418 -0.35212 1.71266
H 1.14730 -0.42610 3.93318
H 2.51958 0.31712 3.09937
H 1.26572 -2.38345 2.52788
H 2.28682 -1.56302 1.36407
H 3.46294 -1.77241 4.12546
H 3.31011 -3.26329 3.21462
H 4.59297 -0.74724 1.62516
H 5.74698 -1.80308 2.90956
H 4.54371 -4.36031 1.32459
H 6.37963 -3.37576 0.72262
H 5.07163 -2.91870 -1.38469
H 1.81374 0.93197 -4.33135
H 4.09410 1.69896 -4.65033
H 5.01035 3.53249 -3.24331
H 3.58303 4.58705 -1.53281
H 1.27559 3.85528 -1.23350
C -2.81807 -1.98159 0.78360
C -3.99472 -1.08257 1.14890
C -5.24888 -1.83912 1.59746
O -5.97328 -2.46150 0.55344
C -5.49479 -3.72999 0.15407
N -4.24702 -0.16268 0.03839
H -2.95561 -2.44010 -0.19646
H -1.90108 -1.39503 0.73822
H -2.67786 -2.77605 1.51879
H -3.68755 -0.47330 2.00581
H -5.94400 -1.12279 2.04349
H -4.99437 -2.58002 2.36753
H -5.10593 -4.29203 1.00909
H -4.71079 -3.65782 -0.60332
H -6.33736 -4.27501 -0.27100
H -4.92930 0.53686 0.31451
H -4.69043 -0.68031 -0.71536
*
```

# 6
A structure of composition C27H35LaN2O2P3 at a distorted geometry, computed with wB97M-V/def2-TZVPD.

Expectation value of S²: 0.7709
HOMO-LUMO gap (spin up / spin down) (eV): 6.775 / 5.402
Relative energy (zero: lowest compared OMol25 entry of this formula, charge and spin) (kJ/mol): 1563.6
LUMO (spin up / spin down) (eV): -6.9 / -8.1
HOMO level (spin up / spin down) (eV): -13.70 / -13.50

```
! wB97M-V def2-TZVPD RIJCOSX def2/J DEFGRID3
* xyz 2 2
La -0.38070 0.28832 -1.69012
P -2.20790 -0.72438 -0.94432
P -0.65700 2.47742 -1.39002
N 0.14450 -1.50048 -2.31682
N 1.25070 0.79742 -2.61552
H 1.86460 -2.47178 -3.13222
H 3.08690 -0.12568 -3.19702
H 2.12610 -1.64868 -1.56112
C 1.59040 -1.58098 -2.53112
H 1.72540 -0.37618 -4.32672
C 1.99130 -0.28538 -3.24782
H -0.16790 -3.58378 -2.10442
H 2.53090 2.34162 -3.23602
C -0.57520 -2.58168 -1.88672
C 1.59090 2.09312 -2.71272
C -1.78680 -2.44578 -1.25062
C 0.80450 3.11232 -2.18622
H -2.42250 -3.30278 -1.01122
H 1.10960 4.16122 -2.21652
H -1.80500 3.17022 -1.88732
H -0.73290 3.00342 -0.06412
H -3.46900 -0.47258 -1.56622
H -2.65320 -0.64078 0.40638
H 0.01860 1.30822 -4.68282
C -1.01550 0.93252 -4.79042
C -1.97630 2.11122 -4.86012
C -1.11020 0.00932 -6.00472
O -1.34200 0.16122 -3.60192
H -1.78290 2.69972 -5.77312
H -3.02180 1.75732 -4.87982
H -1.84050 2.77722 -3.99442
H -0.41250 -0.84178 -5.90642
H -2.13450 -0.38938 -6.11022
H -0.84840 0.55692 -6.92652
H -0.81640 -0.69548 -3.60752
O 0.70840 0.44872 0.53868
P 0.46750 -0.07018 2.00938
C -1.17230 -0.84938 2.34038
C -1.32710 -2.24238 2.37708
C -2.57130 -2.80318 2.69198
C -3.66160 -1.97938 2.98988
C -3.51070 -0.59118 2.98398
C -2.27080 -0.02518 2.66978
C 1.93290 -1.12948 2.33258
C 2.83570 -0.80088 3.35628
C 3.97260 -1.58238 3.56668
C 4.21750 -2.69128 2.75368
C 3.32130 -3.02168 1.73198
C 2.17910 -2.24358 1.52268
C 0.49860 1.36792 3.17478
C 0.19770 1.12032 4.52628
C 0.16220 2.16412 5.45168
C 0.43950 3.46732 5.03808
C 0.74650 3.72462 3.69648
C 0.76980 2.67882 2.76088
H -0.49320 -2.89358 2.16198
H -2.69000 -3.87828 2.71058
H -4.62160 -2.41628 3.23338
H -4.35330 0.04662 3.22168
H -2.17320 1.05282 2.67248
H 2.67590 0.06082 3.98858
H 4.66650 -1.32148 4.35538
H 5.10330 -3.29068 2.91358
H 3.51540 -3.87588 1.09788
H 1.49680 -2.49698 0.72148
H -0.02900 0.11482 4.86018
H -0.08430 1.96072 6.48718
H 0.41290 4.27532 5.75828
H 0.96120 4.73792 3.38378
H 1.00150 2.89142 1.72718
*
```